Molecular formula: C26H26FN6O9S2SeSn
Method: DFT, wB97M-V/def2-TZVPD

Atoms and positions in Å:
Sn (0.02, 1.17, -3.92)
F (-0.44, 2.26, 2.81)
C (-0.98, 1.21, 2.15)
C (-0.76, 1.11, 0.81)
C (-1.27, 0.02, 0.09)
C (-0.93, -0.11, -1.31)
O (-0.15, 0.74, -1.79)
C (-1.47, -1.25, -1.98)
C (-2.30, -2.09, -1.28)
N (-2.63, -1.95, 0.02)
C (-3.54, -2.90, 0.61)
C (-4.78, -3.27, -0.15)
C (-4.89, -2.43, 1.09)
C (-2.08, -0.93, 0.75)
C (-2.25, -0.82, 2.14)
C (-1.69, 0.23, 2.86)
N (-1.87, 0.24, 4.26)
C (-1.35, -0.89, 5.00)
C (-2.32, -1.18, 6.16)
N (-3.12, 0.05, 6.39)
C (-2.22, 1.23, 6.43)
C (-1.69, 1.47, 5.01)
C (-1.13, -1.69, -3.38)
O (-1.37, -2.84, -3.71)
O (-0.56, -0.90, -4.22)
H (-0.18, 1.86, 0.29)
H (-2.70, -2.96, -1.79)
H (-3.03, -3.68, 1.17)
H (-5.10, -4.29, -0.11)
H (-4.95, -2.78, -1.10)
H (-5.30, -2.88, 1.98)
H (-5.13, -1.38, 0.97)
H (-2.81, -1.58, 2.65)
H (-0.35, -0.66, 5.40)
H (-1.25, -1.76, 4.35)
H (-1.77, -1.43, 7.08)
H (-2.99, -2.01, 5.93)
H (-3.68, -0.03, 7.24)
H (-3.73, 0.17, 5.57)
H (-1.41, 1.01, 7.14)
H (-2.76, 2.10, 6.79)
H (-0.64, 1.78, 5.08)
H (-2.24, 2.26, 4.51)
O (-2.17, 1.48, -3.99)
Se (-2.14, 2.87, -3.07)
O (-2.42, 2.49, -1.57)
O (-0.50, 3.22, -3.28)
O (-3.07, 3.98, -3.61)
N (7.30, 0.85, -0.12)
C (6.22, 0.42, -0.83)
C (4.92, 0.74, -0.40)
C (3.83, 0.34, -1.14)
C (4.03, -0.40, -2.29)
C (5.30, -0.75, -2.72)
C (6.39, -0.36, -1.98)
S (2.61, -0.77, -3.27)
O (2.97, -1.44, -4.47)
O (1.57, -1.30, -2.44)
N (2.20, 0.81, -3.63)
C (2.71, 1.35, -4.73)
S (4.39, 1.39, -5.06)
C (4.06, 2.36, -6.47)
C (2.73, 2.54, -6.61)
N (1.98, 1.96, -5.63)
H (7.19, 1.55, 0.58)
H (8.21, 0.75, -0.53)
H (4.79, 1.31, 0.51)
H (2.82, 0.59, -0.86)
H (5.40, -1.33, -3.63)
H (7.39, -0.65, -2.28)
H (4.87, 2.71, -7.08)
H (2.24, 3.06, -7.41)

The value obtained for the HOMO energy is -10.15 eV. The lowest unoccupied orbital energy is -3.8 eV. As for the charge: +1. The calculation puts the frontier orbital gap at 6.37 eV. As for the largest force on an atom: 0.069 hartree/bohr.

---

Molecular formula: C26H26IrN5O2Se2
Method: DFT, wB97M-V/def2-TZVPD

Atoms and positions in Å:
Ir (-0.11, -0.67, -1.10)
C (-3.97, 0.00, 0.60)
C (-2.61, 0.28, 0.03)
O (-2.01, -0.77, -0.42)
C (-2.13, 1.58, 0.03)
C (-0.90, 2.07, -0.47)
C (-0.63, 3.55, -0.43)
N (0.02, 1.28, -0.98)
N (1.21, 1.84, -1.43)
C (1.99, 0.91, -1.91)
O (1.68, -0.35, -1.98)
C (3.32, 1.31, -2.43)
C (4.19, 0.34, -2.91)
C (5.43, 0.69, -3.40)
C (5.82, 2.02, -3.41)
C (4.96, 3.00, -2.93)
C (3.71, 2.65, -2.45)
H (-4.46, -0.78, 0.02)
H (-4.60, 0.89, 0.62)
H (-3.85, -0.37, 1.62)
H (-2.79, 2.32, 0.44)
H (-1.47, 4.07, 0.02)
H (-0.47, 3.93, -1.44)
H (0.28, 3.75, 0.13)
H (3.87, -0.70, -2.90)
H (6.10, -0.07, -3.78)
H (6.80, 2.30, -3.80)
H (5.26, 4.04, -2.94)
H (3.03, 3.40, -2.07)
Se (-1.90, -2.64, -4.96)
N (-1.67, -4.32, -4.44)
C (-1.12, -4.26, -3.24)
C (-0.76, -5.38, -2.42)
C (-0.20, -5.12, -1.22)
C (0.02, -3.77, -0.79)
N (-0.28, -2.73, -1.50)
C (-0.86, -2.95, -2.73)
N (-1.19, -1.93, -3.49)
H (-0.94, -6.39, -2.78)
H (0.09, -5.92, -0.55)
H (0.46, -3.57, 0.18)
C (-2.74, 1.48, 5.19)
C (-1.81, 0.88, 4.17)
C (-2.00, -0.42, 3.71)
C (-1.15, -0.99, 2.76)
C (-1.42, -2.40, 2.32)
C (-0.09, -0.23, 2.26)
Se (1.10, -0.98, 0.95)
C (0.14, 1.07, 2.73)
C (1.31, 1.90, 2.28)
C (-0.74, 1.60, 3.67)
H (-3.61, 0.85, 5.35)
H (-3.08, 2.47, 4.87)
H (-2.23, 1.61, 6.15)
H (-2.83, -1.00, 4.10)
H (-2.24, -2.84, 2.89)
H (-0.53, -3.03, 2.46)
H (-1.68, -2.43, 1.26)
H (1.41, 1.91, 1.19)
H (2.24, 1.50, 2.67)
H (1.20, 2.92, 2.64)
H (-0.57, 2.61, 4.02)

The value obtained for the HOMO energy is -7.13 eV. The lowest unoccupied orbital energy is -1.7 eV. The calculation puts the frontier orbital gap at 5.43 eV. As for the largest force on an atom: 0.002 hartree/bohr.

---

Molecular formula: C26H27Br2CaN5O3
Method: DFT, wB97M-V/def2-TZVPD

Atoms and positions in Å:
Ca (-0.30, -0.08, 0.31)
C (-2.43, -1.06, 2.23)
C (-3.55, -0.78, 1.45)
C (-3.98, 0.53, 1.31)
C (-3.29, 1.57, 1.93)
C (-2.17, 1.29, 2.70)
C (-1.75, -0.03, 2.86)
H (-2.12, -2.09, 2.38)
H (-4.10, -1.58, 0.98)
H (-4.87, 0.75, 0.73)
H (-3.64, 2.59, 1.82)
H (-1.65, 2.09, 3.21)
H (-0.90, -0.25, 3.50)
Br (4.45, 1.34, 5.52)
C (3.20, 1.02, 4.16)
C (2.41, 2.04, 3.68)
C (1.49, 1.73, 2.69)
N (1.34, 0.51, 2.17)
C (2.13, -0.47, 2.64)
C (3.06, -0.26, 3.64)
C (1.92, -1.83, 2.07)
C (2.89, -2.82, 2.16)
C (2.60, -4.09, 1.70)
Br (3.89, -5.44, 1.81)
C (1.35, -4.35, 1.15)
C (0.46, -3.29, 1.06)
N (0.73, -2.06, 1.50)
H (2.48, 3.05, 4.06)
H (0.84, 2.51, 2.31)
H (3.66, -1.06, 4.04)
H (3.87, -2.61, 2.58)
H (1.08, -5.34, 0.81)
H (-0.52, -3.44, 0.61)
C (2.77, 1.14, -2.91)
C (1.81, 1.48, -1.81)
O (1.48, 0.64, -0.97)
N (1.32, 2.73, -1.80)
C (0.32, 3.20, -0.85)
C (-1.08, 2.88, -1.32)
C (-1.82, 3.82, -2.03)
C (-3.05, 3.45, -2.54)
C (-3.50, 2.15, -2.34)
C (-2.70, 1.29, -1.60)
N (-1.53, 1.65, -1.07)
H (3.45, 0.37, -2.56)
H (3.33, 2.01, -3.26)
H (2.19, 0.74, -3.74)
H (1.60, 3.36, -2.54)
H (0.45, 4.27, -0.72)
H (0.52, 2.72, 0.11)
H (-1.43, 4.81, -2.18)
H (-3.65, 4.16, -3.09)
H (-4.44, 1.81, -2.74)
H (-3.01, 0.27, -1.42)
N (0.06, -3.13, -4.45)
C (-0.22, -3.19, -2.99)
C (-0.40, -1.72, -2.55)
O (-0.12, -0.89, -3.43)
O (-0.80, -1.52, -1.38)
H (-0.73, -3.44, -5.02)
H (0.89, -3.64, -4.74)
H (0.17, -2.07, -4.55)
H (0.62, -3.63, -2.46)
H (-1.11, -3.78, -2.78)

The value obtained for the HOMO energy is -14.43 eV. The lowest unoccupied orbital energy is -5.2 eV. As for the charge: +2. The calculation puts the frontier orbital gap at 9.21 eV. As for the largest force on an atom: 0.005 hartree/bohr.

---

Molecular formula: C26H27Cl2N3O5PPdSTe
Method: DFT, wB97M-V/def2-TZVPD

Atoms and positions in Å:
Pd (0.20, 1.02, 0.35)
C (-1.30, -6.98, 1.35)
C (-0.97, -5.56, 1.76)
C (-1.39, -4.48, 0.98)
C (-1.11, -3.18, 1.36)
C (-0.40, -2.95, 2.52)
C (0.03, -4.01, 3.31)
C (-0.25, -5.31, 2.92)
S (0.01, -1.31, 3.07)
O (-0.51, -1.20, 4.42)
O (1.45, -1.21, 2.93)
N (-0.68, -0.34, 2.04)
C (-1.76, 0.46, 2.22)
C (-2.86, 0.33, 3.09)
C (-3.88, 1.25, 2.99)
C (-3.82, 2.27, 2.03)
C (-2.72, 2.29, 1.20)
N (-1.72, 1.42, 1.29)
H (-1.25, -7.10, 0.27)
H (-2.32, -7.24, 1.66)
H (-0.62, -7.69, 1.81)
H (-1.94, -4.67, 0.06)
H (-1.41, -2.34, 0.74)
H (0.59, -3.80, 4.22)
H (0.09, -6.14, 3.53)
H (-2.87, -0.47, 3.82)
H (-4.73, 1.18, 3.65)
H (-4.60, 3.00, 1.93)
H (-2.61, 3.05, 0.42)
N (-2.14, 9.65, -3.92)
C (-1.84, 8.66, -3.40)
C (-1.48, 7.43, -2.76)
C (-2.47, 6.54, -2.33)
C (-2.11, 5.36, -1.71)
C (-0.76, 5.03, -1.51)
C (0.22, 5.93, -1.95)
C (-0.14, 7.11, -2.57)
C (-0.40, 3.80, -0.88)
C (-0.08, 2.74, -0.38)
H (-3.51, 6.79, -2.49)
H (-2.88, 4.67, -1.39)
H (1.26, 5.68, -1.80)
H (0.63, 7.80, -2.90)
Cl (-1.71, 2.22, -4.17)
C (-0.47, 1.31, -3.29)
Cl (-1.16, -0.02, -2.34)
H (0.01, 1.99, -2.60)
H (0.22, 0.89, -4.01)
C (2.61, -1.71, -4.22)
C (2.65, -2.03, -2.74)
O (2.70, -0.79, -2.01)
P (2.38, -0.85, -0.43)
O (1.02, -1.37, -0.15)
Te (2.70, 1.42, 0.29)
O (3.56, -1.81, 0.05)
C (4.33, -1.63, 1.25)
C (4.47, -2.97, 1.93)
H (2.79, -2.61, -4.80)
H (3.38, -0.98, -4.46)
H (1.64, -1.30, -4.49)
H (3.54, -2.62, -2.49)
H (1.77, -2.59, -2.43)
H (3.81, -0.93, 1.91)
H (5.29, -1.21, 0.96)
H (3.48, -3.36, 2.16)
H (5.02, -2.85, 2.86)
H (4.99, -3.68, 1.29)

The value obtained for the HOMO energy is -5.01 eV. The lowest unoccupied orbital energy is 2.3 eV. As for the charge: -1. The calculation puts the frontier orbital gap at 7.27 eV. As for the largest force on an atom: 0.042 hartree/bohr.